The following is a DFT calculation (ωB97M-V/def2-TZVPD) of a structure of composition C22H51BMnN4O2Si2 in a non-equilibrium geometry.

```
83
Properties=species:S:1:pos:R:3:forces:R:3
C 1.961 3.404 -1.774 0.130 0.423 -0.222
C 4.446 0.339 3.588 0.271 0.024 0.341
H -3.368 -0.837 -4.649 0.042 -0.116 0.157
H -4.536 -3.072 -4.746 0.139 0.032 -0.012
N -1.320 2.211 2.952 0.411 0.242 -1.360
C -2.713 3.146 1.489 0.185 -0.007 0.054
N 0.681 0.006 2.634 -0.744 -1.890 1.747
H 3.593 -0.128 4.100 0.137 0.123 -0.117
C -3.274 -4.044 -0.312 0.159 -0.173 0.114
H -0.472 0.915 -0.374 -0.024 -0.158 -0.124
H -0.321 -4.364 -2.559 0.102 0.110 0.140
H -3.320 2.510 3.566 0.290 0.048 -0.261
B -0.686 1.540 4.218 -0.659 -0.168 0.127
H 3.044 1.110 -3.547 -0.006 -0.171 0.060
H -1.130 -4.080 -0.039 -0.279 0.160 0.022
H 0.090 2.244 4.791 0.330 0.138 -0.244
C -1.452 3.020 0.896 0.242 -0.848 1.685
O -3.232 -1.763 -2.794 -0.755 0.618 -0.967
H 6.161 2.801 2.485 -0.004 0.165 -0.120
H -4.084 -3.356 -0.561 0.096 -0.094 -0.027
H 3.057 3.376 -1.717 -0.237 0.035 0.115
C -0.252 1.884 -3.100 -0.195 0.246 -0.542
C -3.455 -2.984 -4.877 -0.123 -0.151 -0.093
H -3.310 -4.914 -0.971 -0.060 0.078 0.047
C -3.257 -0.410 -2.222 0.155 0.492 -0.328
N -0.079 0.168 3.783 0.865 -0.857 -1.142
C 2.488 0.563 -2.773 0.214 0.080 -0.424
H 3.074 -0.089 0.904 0.004 0.429 0.059
H -0.772 -1.094 5.325 0.178 0.021 -0.267
H 0.679 -3.475 -0.344 0.187 0.011 0.009
H 3.213 0.175 -2.048 -0.153 0.117 -0.060
H -4.052 0.110 -2.776 0.167 -0.196 0.198
H -0.040 2.618 -3.889 -0.126 -0.115 -0.005
Si 3.893 1.729 2.457 -0.479 -0.769 -1.538
H -1.829 -1.677 -4.339 -0.235 0.171 0.086
Mn 1.148 1.505 1.333 0.503 1.595 3.016
C 0.471 -1.985 3.666 0.021 0.187 -0.184
C -2.921 -1.739 -4.225 0.123 -0.044 0.052
H -1.605 1.284 4.975 0.037 -0.010 -0.146
H 5.136 0.728 4.350 -0.112 -0.218 -0.006
H -1.899 -2.478 0.269 0.263 -0.497 -0.175
H -0.524 0.940 -3.592 0.066 0.064 0.089
H -2.977 -3.891 -4.497 -0.033 0.106 0.023
C 0.850 -3.009 -1.312 0.149 0.152 0.046
H 2.001 -0.292 -3.264 0.045 0.105 0.109
H 3.317 3.753 3.682 -0.198 0.064 0.173
H -1.128 2.239 -2.546 0.083 0.004 -0.026
H -1.137 3.299 -0.098 0.142 -0.086 0.102
O -1.587 -2.972 -1.726 0.758 -0.743 1.059
H 1.624 -1.714 1.760 -0.131 0.305 0.098
H -3.884 0.573 -0.467 0.085 -0.252 0.034
C 0.638 0.914 -0.325 -2.113 -1.833 -5.812
C -2.584 2.624 2.772 0.086 -0.055 -0.088
N -0.599 2.425 1.786 -2.088 1.597 0.682
H 0.936 -0.160 -0.335 -0.040 0.499 -0.024
H -2.586 -0.569 -0.172 -0.262 0.010 -0.146
C 1.006 -1.317 2.558 -0.635 1.245 0.878
H -4.265 -1.166 -0.442 0.118 0.246 -0.137
H 5.037 3.708 1.445 0.073 -0.161 0.053
Si 1.227 1.697 -1.956 -0.349 -1.190 1.465
H -2.298 0.090 -2.444 -0.294 -0.268 0.041
H 1.573 3.923 -0.890 0.115 -0.067 -0.071
C 2.722 2.872 3.400 0.298 0.499 0.478
H 3.384 1.428 0.019 0.082 -0.085 0.342
H -2.469 -2.474 -2.298 0.261 0.551 0.085
C 3.014 1.018 0.975 2.550 -0.286 0.162
H 0.978 -1.937 -1.173 -0.104 0.049 0.049
H 1.845 3.245 2.837 0.485 -0.102 0.220
C -0.204 -1.018 4.402 0.023 0.211 -0.211
C -0.270 -3.307 -2.270 -0.177 -0.225 -0.477
H 1.789 -3.395 -1.709 -0.077 -0.077 -0.077
H 4.965 -0.438 3.011 -0.071 0.207 0.126
H -0.169 -2.716 -3.192 -0.116 -0.106 0.341
C -1.915 -3.388 -0.353 0.081 0.313 -0.113
H 5.741 2.181 0.871 -0.112 0.090 0.268
H 0.581 -3.022 3.900 -0.015 -0.283 0.128
H 1.688 4.002 -2.657 0.150 -0.028 0.181
H -3.238 -2.918 -5.945 -0.048 -0.079 0.003
C 5.347 2.701 1.756 0.363 0.214 0.302
H -3.417 -4.386 0.717 -0.143 0.005 -0.123
C -3.514 -0.424 -0.741 0.064 0.115 0.370
H 2.342 2.412 4.323 0.060 0.112 -0.241
H -3.592 3.570 1.045 -0.193 0.099 -0.026
```
Positions in Å, forces in eV/Å.

- HOMO-LUMO gap (spin up / spin down): 3.25 / 6.34 eV
- 2S+1: 6
- ΔE to the lowest compared entry with this formula, charge and spin: 91.8 kcal/mol
- HOMO (spin up / spin down): -3.42 / -6.52 eV
- LUMO (spin up / spin down): -0.17 / -0.18 eV
- Net charge: 0
- Energy: -2993.0743 Eh

These are the Mulliken partial charges, in e, on atoms 1 to 8:
1. C -1.14
2. C -1.04
3. H 0.50
4. H 0.33
5. N -0.09
6. C -1.31
7. N 0.65
8. H 0.26